Computed, not measured: a structure of composition C32H41BrIN9O5PSSr, with ωB97M-V/def2-TZVPD.

Computed properties:
* total charge: -1
* relative energy (zero: lowest compared OMol25 entry of this formula, charge and spin): 19.9 kJ/mol
* HOMO-LUMO gap: 0.268 hartree

CARTESIAN COORDINATES (ANGSTROEM)
Sr 0.98028 -1.06605 -1.72060
O 3.11954 -3.85610 1.27450
C 3.89564 -3.08262 2.04226
C 4.95940 -3.65606 2.74212
C 5.78675 -2.87268 3.52882
C 5.58019 -1.50245 3.62958
C 4.51991 -0.93469 2.93543
C 3.66477 -1.69958 2.15641
C 2.47116 -1.06542 1.45547
O 2.01577 -1.77690 0.39574
N 1.41480 -0.93202 2.51105
N 0.31277 -0.29907 2.18488
C -0.52260 0.05757 3.09032
C -1.77595 0.71404 2.74968
Br -2.27009 0.62092 0.92063
C -2.62673 1.28982 3.60912
C -2.37393 1.49836 5.04801
C -3.39320 1.27329 5.97544
C -3.18382 1.47599 7.33020
C -1.95133 1.92090 7.78832
C -0.93565 2.17129 6.87721
C -1.14653 1.96880 5.52134
H 2.56038 -3.19101 0.73231
H 5.12448 -4.72161 2.64245
H 6.61041 -3.33620 4.05921
H 6.23708 -0.88709 4.23080
H 4.34774 0.13648 2.99179
H 2.74548 -0.02981 1.16794
H 1.70106 -0.95512 3.48586
H -0.34192 -0.15850 4.14598
H -3.58931 1.61764 3.23591
H -4.35514 0.92009 5.62301
H -3.98535 1.28340 8.03257
H -1.78693 2.08047 8.84645
H 0.02403 2.53620 7.22242
H -0.36200 2.19347 4.81085
N -7.13522 -3.46567 -4.61975
C -5.87244 -3.02539 -4.21068
C -5.70178 -2.45044 -2.95023
C -4.44799 -2.05182 -2.52823
C -3.35029 -2.22293 -3.36023
C -3.50453 -2.79946 -4.60875
C -4.76087 -3.19765 -5.03360
S -1.75339 -1.73296 -2.78912
O -0.87581 -1.69558 -3.95097
O -1.92285 -0.45104 -2.12018
N -1.20210 -2.72793 -1.72738
C -0.56713 -3.85888 -2.17828
N 0.77522 -3.85737 -2.00912
C 1.44708 -4.93852 -2.37308
C 0.81571 -6.04161 -2.92093
C -0.55386 -5.93474 -3.08915
N -1.25383 -4.86743 -2.72670
H -7.90600 -2.99594 -4.17300
H -7.25661 -3.51368 -5.61828
H -6.56035 -2.31773 -2.30151
H -4.31269 -1.59861 -1.55615
H -2.63768 -2.92445 -5.24191
H -4.88407 -3.64922 -6.01148
H 2.52044 -4.90020 -2.22161
H 1.35749 -6.92762 -3.21687
H -1.11824 -6.74704 -3.53939
C 0.80552 2.72217 1.20189
N 1.33457 3.40603 0.02974
C 1.70626 4.78460 0.26694
P 1.06971 2.80815 -1.49484
O 0.73915 1.36661 -1.37324
N 2.39850 3.30891 -2.32053
C 3.73736 3.21200 -1.74313
C 2.42077 3.33328 -3.78092
N -0.17443 3.55591 -2.30548
C -0.17039 4.98315 -2.55269
C -1.50212 2.95697 -2.29910
H 1.55358 2.74102 2.00268
H 0.58046 1.68503 0.96650
H -0.10787 3.20504 1.57240
H 2.47449 4.83422 1.04561
H 0.85020 5.38430 0.60115
H 2.11219 5.23092 -0.63710
H 3.68232 2.91831 -0.69867
H 4.24739 4.17847 -1.81225
H 4.31493 2.45223 -2.27345
H 1.40961 3.41266 -4.17169
H 2.88542 2.42424 -4.17141
H 2.99808 4.20295 -4.11276
H 0.84889 5.34767 -2.65643
H -0.66455 5.54842 -1.75140
H -0.70499 5.19177 -3.48402
H -1.43362 1.88466 -2.14676
H -1.98378 3.14170 -3.26439
H -2.13452 3.38656 -1.51202
I 3.89750 -0.44980 -3.32146